One molecule with the formula C19H22FN5O3S. Source: OMol25; level of theory: the ωB97M-V functional and the def2-TZVPD basis.

Summary:
HOMO	-8.598	eV
SMILES	C=CCn1c(CNC(=O)c2ccccc2F)nnc1SCC(=O)N1CCOCC1
E_tot	-1734.7715	Ha
energy above the lowest of the compared OMol25 structures with the same formula, charge and spin	2.270	eV
Kohn-Sham gap	9.185	eV

The geometry in XYZ format:
```
51
Properties=species:S:1:pos:R:3:forces:R:3
C -1.342 -4.536 1.710 -0.0174 -0.0358 0.1028
C -1.275 -4.289 0.416 0.0822 0.1191 -0.1535
C -0.894 -2.980 -0.212 -0.1939 -0.3758 -0.3083
N -0.551 -1.967 0.749 0.3469 0.5122 0.4277
C 0.696 -1.609 1.161 -0.0250 0.1558 0.1516
N 0.630 -0.669 2.073 0.8010 -0.3895 -0.2235
N -0.669 -0.406 2.283 -1.2074 0.1530 0.2577
C -1.376 -1.180 1.508 0.0155 -0.0174 0.0886
C -2.862 -1.150 1.405 0.0043 -0.0548 -0.1519
N -3.296 -0.061 0.549 -0.1301 0.0403 0.2674
C -3.385 -0.214 -0.794 -0.1285 0.3998 0.1862
O -3.255 -1.285 -1.350 0.0432 -0.2239 -0.2183
C -3.705 1.054 -1.521 0.1431 -0.0227 -0.3015
C -2.879 1.505 -2.544 -0.0938 0.0899 0.0738
C -3.167 2.650 -3.264 0.1230 -0.1961 0.0240
C -4.316 3.360 -2.962 -0.0237 -0.0583 0.0658
C -5.154 2.931 -1.945 -0.1034 0.0907 0.0242
C -4.848 1.789 -1.226 0.1193 -0.0103 -0.0615
H -5.505 1.446 -0.441 -0.0619 -0.0380 0.0755
H -6.048 3.487 -1.712 -0.0819 0.0416 0.0139
H -4.556 4.250 -3.522 -0.0122 0.0800 -0.0494
H -2.494 2.968 -4.045 0.0904 0.0146 -0.0632
F -1.745 0.836 -2.818 -0.1409 0.0406 0.0218
H -3.253 0.868 0.939 0.0196 -0.0088 -0.1489
H -3.230 -2.084 0.973 -0.0451 0.0877 0.1604
H -3.287 -1.002 2.399 0.0589 -0.0978 -0.1063
S 2.145 -2.313 0.515 0.2791 -0.1430 -0.1094
C 3.386 -1.519 1.598 -0.0906 -0.2826 -0.0798
H 3.912 -2.326 2.108 -0.0205 0.1984 -0.0308
H 2.835 -0.910 2.312 0.0585 0.0126 0.0306
C 4.415 -0.747 0.787 -0.2201 -0.0912 0.0918
O 5.552 -1.170 0.688 0.2687 -0.2891 0.0904
N 4.013 0.385 0.174 0.1053 0.3378 -0.1992
C 2.751 1.078 0.310 -0.1551 0.3499 0.2163
H 2.072 0.566 0.988 0.0741 0.0273 -0.0886
C 3.014 2.490 0.852 -0.2754 -0.2929 -0.0031
H 2.088 3.067 0.866 0.0163 -0.0664 0.0585
O 3.915 3.204 0.039 -0.0255 0.1635 -0.0785
C 5.148 2.526 -0.058 0.1399 -0.2683 -0.1890
H 5.782 3.132 -0.707 0.0302 -0.0676 0.0576
C 4.959 1.125 -0.641 0.3133 0.2050 0.0528
H 5.902 0.577 -0.652 -0.1001 0.0920 -0.0574
H 4.561 1.203 -1.659 0.0456 0.0093 0.0257
H 5.614 2.448 0.937 -0.0084 0.0030 -0.0781
H 3.410 2.414 1.876 -0.0495 0.0035 -0.0492
H 2.286 1.152 -0.681 -0.0447 -0.0176 0.0812
H -0.026 -3.128 -0.864 -0.1357 0.0550 -0.0176
H -1.723 -2.613 -0.831 0.2595 -0.0439 0.0768
H -1.508 -5.057 -0.307 -0.0608 -0.1755 -0.0366
H -1.625 -5.504 2.085 -0.0752 -0.2202 -0.0028
H -1.114 -3.792 2.456 0.0890 0.2046 0.0832
```
Forces are in eV/Å.

natural (NBO) population analysis, charges in e, atoms 1 to 4:
1. C -0.400
2. C -0.181
3. C -0.286
4. N -0.363